A 2-piece molecular cluster, C2H9N3 overall at a distorted geometry, computed with ωB97M-V/def2-TZVPD.

The geometry in XYZ format:
```
14
Properties=species:S:1:pos:R:3:forces:R:3
C -2.34134 -0.40164 0.72356 -0.2 -1.4 -0.2
N -2.34036 -1.67454 0.61281 -0.2 0.9 0.8
H -2.72830 0.16415 -0.10566 0.2 0.5 -0.3
H -2.00434 0.08867 1.62950 -0.1 0.4 0.1
H -2.07110 -2.02207 1.54143 0.3 -0.4 -0.5
N 1.59754 -0.40783 0.32196 0.1 0.6 -0.7
C 1.36521 0.90135 -0.37247 -0.1 -0.1 0.3
N 0.71319 0.61097 -1.64416 0.6 -2.0 1.0
H 1.61614 -0.38507 1.33589 -0.3 0.5 -0.2
H 2.52279 -0.72767 0.05811 -0.1 -0.2 -0.1
H 2.31758 1.40094 -0.48546 0.2 0.4 -0.4
H 0.74827 1.54299 0.25075 -0.1 0.0 0.4
H 0.38881 1.15575 -2.41565 0.2 0.8 0.4
H 0.21592 -0.24601 -1.45059 -0.4 0.1 -0.7
```
Positions in Å, forces in eV/Å.

HOMO energy (eV): -8.686
Energy above the lowest of the compared OMol25 structures with the same formula, charge and spin (kcal per mole): 43.1
LUMO (eV): 1.004
SMILES: C=N.NCN
Electronic energy (eV): -6688.641

***

C5H4S as an isolated structure at a distorted geometry, computed with ωB97M-V/def2-TZVPD.

The geometry in XYZ format:
```
10
Properties=species:S:1:pos:R:3:forces:R:3
C -0.29898 -1.64400 0.28719 -0.9 -1.3 0.8
C 0.70158 -2.23445 -0.20828 0.2 -0.8 0.9
C -1.29476 -0.61972 0.39050 1.5 0.7 -1.5
C -0.52926 0.22554 -0.33946 0.0 -1.5 1.6
C 0.77725 -0.64997 -0.56922 0.1 2.3 1.3
S 2.33817 0.19975 0.19058 -1.1 0.2 -2.2
H -2.28707 -0.62122 0.75779 -0.5 0.0 0.4
H -0.70511 1.20142 -0.69413 0.1 1.0 -0.3
H 0.74547 -0.78007 -1.61013 1.1 0.3 -1.6
H 2.44676 -0.34748 1.37210 -0.5 -0.8 0.7
```
Positions in Å, forces in eV/Å.

HOMO energy (eV): -9.104
Energy above the lowest of the compared OMol25 structures with the same formula, charge and spin (kcal per mole): 108.6
LUMO (eV): 0.314
Electronic energy (eV): -16078.621

***

One molecule with the formula C5H9N at a distorted geometry, computed with ωB97M-V/def2-TZVPD.

The geometry in XYZ format:
```
15
Properties=species:S:1:pos:R:3:forces:R:3
C -1.52530 -1.14556 -1.67749 1.2 -0.4 -1.9
C -0.32803 -0.96266 -1.09181 -2.8 1.6 1.0
C -0.28348 0.03938 0.08156 0.4 -1.6 -1.2
C 0.60779 -0.33731 1.26380 -1.2 0.2 2.9
C 1.24582 1.12286 1.12809 -1.1 -1.0 -0.1
H -2.46323 -0.78651 -1.26377 0.3 0.2 0.1
H -1.59495 -1.52927 -2.74254 0.0 -0.1 1.6
H 0.61842 -1.30190 -1.43333 0.6 -0.3 -0.5
H -1.31419 0.43131 0.27488 0.7 -0.7 0.4
H 1.30551 -1.20681 1.14585 -0.8 0.9 0.0
H -0.10171 -0.45581 2.19774 1.9 -0.1 -1.4
H 0.78457 1.81513 1.84387 0.2 0.0 0.0
H 2.31638 1.25605 1.06005 0.3 -0.1 0.4
H 0.09362 1.94520 -0.58351 1.5 -0.9 0.9
N 0.63880 1.11592 -0.20341 -1.3 2.3 -2.0
```
Positions in Å, forces in eV/Å.

HOMO energy (eV): -8.881
Energy above the lowest of the compared OMol25 structures with the same formula, charge and spin (kcal per mole): 55.4
LUMO (eV): 1.176
SMILES: C=C[C@H]1CCN1
Electronic energy (eV): -6818.594

***

C24H28AsN3O9P2RuS as an isolated structure, computed with ωB97M-V/def2-TZVPD.

The geometry in XYZ format:
```
69
Properties=species:S:1:pos:R:3:forces:R:3
Ru 0.57670 -1.26631 -0.49630 0.3 -0.3 0.3
N 2.90836 0.79592 -1.83437 0.1 0.1 0.1
C 3.57300 -0.01245 -0.80105 -0.1 0.0 0.0
C 3.63862 -1.49997 -1.13225 0.0 -0.1 0.0
O 4.70863 -2.01421 -1.46284 0.0 0.0 0.0
N 2.45308 -2.14678 -1.09731 -0.1 0.0 0.0
C 2.48157 -3.49855 -1.63560 0.1 0.0 0.0
C 1.11511 -3.88458 -2.13485 0.0 0.0 -0.1
O 0.88203 -4.31214 -3.24810 0.0 0.0 0.1
O 0.17162 -3.69788 -1.21326 -0.1 0.0 0.0
H 3.19633 0.47386 -2.75110 0.0 0.0 0.0
H 1.89727 0.70317 -1.81766 0.0 -0.1 0.0
H 3.06162 0.12406 0.15693 0.0 0.1 0.0
H 4.59670 0.33964 -0.68194 0.0 0.0 0.0
H 2.78349 -4.22424 -0.86911 0.0 0.0 0.0
H 3.18735 -3.58166 -2.46167 0.0 0.0 0.0
N -2.15278 -3.32801 -2.49169 0.0 0.1 0.1
C -2.36201 -1.91169 -2.87972 0.0 0.0 -0.1
C -3.59722 -1.74431 -3.76677 0.0 0.1 0.0
P -2.54936 -0.91376 -1.34208 -0.1 0.0 0.2
O -2.02772 0.53863 -1.76690 -0.1 0.1 0.0
O -3.94257 -0.89911 -0.84781 0.0 -0.1 0.0
O -1.50633 -1.47308 -0.34582 0.0 0.1 0.0
P -0.85684 -1.26661 -3.73096 -0.1 -0.2 0.1
O -0.54069 -2.37109 -4.85151 0.2 -0.1 0.1
O -1.23477 0.04074 -4.32994 0.1 0.0 0.0
O 0.27488 -1.30300 -2.71532 0.0 0.2 -0.1
H -2.93411 -3.63244 -1.91650 0.0 0.0 0.0
H -0.75379 -3.64078 -1.66489 0.1 0.0 0.0
H -2.15314 -3.89811 -3.33304 0.0 0.0 0.0
H -4.48725 -2.09351 -3.24155 0.0 0.0 0.0
H -3.47295 -2.30537 -4.69675 0.0 0.0 0.0
H -3.74349 -0.69786 -4.03137 0.0 0.0 0.0
H -1.80799 0.62755 -2.72493 0.0 0.0 -0.1
H 0.07760 -3.04442 -4.49622 -0.2 0.1 -0.1
S 1.33500 -1.90400 1.78933 -0.1 0.1 -0.1
C 0.13596 -1.22192 2.88880 0.1 0.0 0.0
C -0.26467 -1.94386 4.01547 0.0 0.0 0.0
C -1.16574 -1.40509 4.92009 0.0 0.0 0.0
C -1.68066 -0.12974 4.72600 0.0 0.0 0.0
C -1.29161 0.59748 3.61098 0.0 0.0 0.0
C -0.39482 0.05914 2.69587 0.0 0.0 0.0
As 0.16592 1.00935 1.11239 -0.1 -0.1 -0.2
C 1.70670 1.99612 1.74109 0.1 0.0 -0.1
C 2.16040 1.90354 3.05002 0.0 0.0 0.0
C 3.29848 2.59822 3.43914 0.0 0.0 0.0
C 3.98113 3.38741 2.52466 0.0 0.0 0.0
C 3.53090 3.47877 1.21370 0.0 0.0 0.0
C 2.40162 2.77718 0.81890 0.0 0.0 0.1
C -1.20022 2.38613 1.01352 -0.1 0.0 0.0
C -2.51786 1.97075 0.83464 0.0 0.0 0.0
C -3.53410 2.90714 0.74026 0.0 0.0 0.0
C -3.24273 4.26308 0.82287 0.0 0.0 0.0
C -1.93175 4.67812 1.00670 0.0 0.0 0.0
C -0.91037 3.74134 1.10405 0.1 0.0 0.0
H 0.13984 -2.93604 4.16849 0.0 0.0 0.0
H -1.46923 -1.98673 5.78199 0.0 0.0 0.0
H -2.38467 0.29208 5.43166 0.0 0.0 0.0
H -1.69249 1.59026 3.44874 0.0 0.0 0.0
H 1.62882 1.28485 3.76252 0.0 0.0 0.0
H 3.65443 2.51707 4.45842 0.0 0.0 0.0
H 4.87067 3.92322 2.83057 0.0 0.0 0.0
H 4.06988 4.07657 0.49022 0.0 0.0 0.0
H 2.08219 2.81859 -0.21632 0.0 0.0 0.0
H -2.76594 0.91884 0.77284 0.0 0.0 0.0
H -4.55078 2.56923 0.58864 0.0 0.0 0.0
H -4.03677 4.99480 0.74045 0.0 0.0 0.0
H -1.69922 5.73372 1.07376 0.0 0.0 0.0
H 0.11077 4.07274 1.25378 0.0 0.0 0.0
```
Positions in Å, forces in eV/Å.

HOMO energy (spin up / spin down) (eV): -4.891 / -5.759
Multiplicity: 6
Energy above the lowest of the compared OMol25 structures with the same formula, charge and spin (kcal per mole): 16.9
LUMO (spin up / spin down) (eV): 2.542 / 0.923
<S²>: 8.7631
Net charge: -1
Electronic energy (eV): -141082.511